The following is a quantum chemistry calculation of a molecular structure, C5H6O2, from the Open Molecules 2025 dataset.

Computed properties:
2S+1: 1
Kohn-Sham gap (eV): 9.37
DFT total energy (eV): -9372.778
E_HOMO (hartree): -0.35008

Atoms and positions in Å:
O -2.14 0.07 0.33
C -1.02 -0.71 0.65
C -0.01 -0.33 -0.41
C -0.19 1.58 -0.47
O 0.18 2.22 0.47
C 1.36 -0.73 -0.16
C 2.53 -0.94 0.06
H -1.64 0.85 -0.08
H -0.65 -0.56 1.68
H -1.22 -1.79 0.51
H -0.37 -0.67 -1.39
H -0.42 2.10 -1.44
H 3.57 -1.08 0.25

=====

The following is a quantum chemistry calculation of 2 unconnected molecules or ions with the total composition C2H4BrNS, from the Open Molecules 2025 dataset.

Computed properties:
2S+1: 1
Kohn-Sham gap (eV): 7.90
DFT total energy (eV): -84504.621
E_HOMO (hartree): -0.34806

Atoms and positions in Å:
C -0.75 0.09 -0.88
C 1.17 0.01 1.14
N -1.29 -0.91 -0.48
S 0.57 1.02 -0.28
Br -1.48 1.78 -2.81
H 0.96 0.50 2.10
H 2.26 -0.27 1.16
H 0.56 -0.78 1.02
H -2.00 -1.43 -0.97

=====

The following is a quantum chemistry calculation of a molecular structure, C36H53N4OP2V, from the Open Molecules 2025 dataset.

Computed properties:
2S+1: 4
Kohn-Sham gap (alpha / beta) (eV): 6.19 / 6.25
DFT total energy (eV): -90455.539
Total charge: +1
E_HOMO (alpha / beta) (hartree): -0.33888 / -0.35828

Atoms and positions in Å:
C 0.87 2.46 0.77
C -1.33 1.87 0.69
C 0.53 3.80 0.96
C -1.74 3.13 1.15
C -0.79 4.13 1.26
H 1.32 4.55 0.96
H -2.81 3.30 1.22
H -1.07 5.15 1.49
N -0.05 1.47 0.94
P 2.60 0.26 0.58
P -2.60 -0.60 -0.58
C 2.19 2.03 0.16
H 2.17 2.14 -0.92
H 2.94 2.71 0.54
C 0.16 -2.14 -0.49
O 0.07 -3.20 -1.02
C -2.10 1.20 -0.47
H -3.17 1.46 -0.05
C -3.83 -0.17 -1.96
C -3.43 -1.97 0.60
C 3.70 -0.34 -0.82
C 3.52 0.52 2.22
C -3.24 -0.90 -3.17
H -3.13 -1.98 -2.94
H -3.91 -0.79 -4.04
H -2.25 -0.49 -3.46
C -5.30 -0.58 -1.72
H -5.46 -1.65 -1.54
H -5.74 0.02 -0.92
H -5.86 -0.33 -2.64
C -4.01 1.36 -2.20
H -4.53 1.51 -3.16
H -4.62 1.77 -1.37
H -3.07 1.92 -2.24
C -3.70 -3.17 -0.32
H -2.75 -3.54 -0.75
H -4.16 -3.97 0.28
H -4.38 -2.94 -1.15
C -2.43 -2.42 1.68
H -1.49 -2.78 1.24
H -2.19 -1.62 2.39
H -2.88 -3.26 2.24
C -4.65 -1.41 1.34
H -5.49 -1.17 0.68
H -4.99 -2.18 2.06
H -4.36 -0.51 1.90
C 4.16 -0.80 2.66
H 4.61 -0.65 3.65
H 3.43 -1.62 2.73
H 4.96 -1.12 1.98
C 2.51 1.00 3.27
H 2.07 1.97 3.01
H 1.69 0.29 3.42
H 3.03 1.12 4.23
C 4.61 1.60 2.12
H 5.12 1.64 3.09
H 5.36 1.40 1.37
H 4.19 2.60 1.95
C 3.08 0.06 -2.17
H 3.12 1.14 -2.34
H 3.66 -0.43 -2.98
H 2.03 -0.24 -2.27
C 3.81 -1.87 -0.74
H 2.84 -2.36 -0.93
H 4.52 -2.21 -1.51
H 4.18 -2.21 0.24
C 5.10 0.27 -0.73
H 5.07 1.37 -0.76
H 5.66 -0.09 0.15
H 5.67 -0.06 -1.60
V 0.34 -0.45 0.22
N -0.05 0.22 -1.37
C -1.06 1.02 -1.71
C -0.86 1.70 -3.05
C -0.32 0.99 -4.15
C -1.04 3.08 -3.19
C -0.13 1.62 -5.39
H -0.07 -0.07 -4.11
C -0.87 3.68 -4.44
H -1.38 3.62 -2.31
C -0.42 2.99 -5.57
H 0.27 1.11 -6.27
H -1.06 4.74 -4.51
H -0.23 3.55 -6.51
N -0.55 -0.51 3.66
C 0.23 -1.62 3.41
C 0.51 -2.47 4.50
C 1.34 -3.57 4.33
C 1.83 -3.80 3.03
C 1.46 -2.95 2.00
N 0.70 -1.85 2.17
H -0.77 0.21 2.92
H -0.99 -0.40 4.56
H 0.10 -2.21 5.49
H 1.62 -4.24 5.18
H 2.50 -4.63 2.83
H 1.83 -3.17 1.02

=====

The following is a quantum chemistry calculation of a molecular structure, C25H37Br34F2N2O5P, from the Open Molecules 2025 dataset.

Computed properties:
2S+1: 1
Kohn-Sham gap (eV): 7.83
DFT total energy (eV): -2435902.658
E_HOMO (hartree): -0.29718

Atoms and positions in Å:
C 5.03 1.25 1.85
C 3.83 1.26 2.00
C 2.40 0.97 1.98
C 1.63 1.86 1.00
C 0.10 1.79 1.24
O -0.25 0.50 1.79
C -1.26 -0.15 1.11
F -0.99 -0.25 -0.24
C -1.29 -1.60 1.67
C -0.67 -1.70 3.05
N -0.85 -3.11 3.54
C -2.68 0.43 1.27
C -3.11 1.42 0.18
C -3.95 0.79 -0.91
Br -4.16 2.87 1.04
P -0.31 3.21 2.41
O -1.36 2.55 3.50
O -1.10 4.27 1.42
N 1.87 1.65 -0.43
C 1.92 0.23 -0.83
C 3.30 -0.34 -1.10
F 3.15 -1.70 -1.30
C 2.96 2.43 -0.95
O 2.64 3.82 -0.87
O 2.49 4.34 -2.17
H 6.06 1.34 1.69
H 2.21 -0.09 1.86
H 2.03 1.21 2.97
H 1.90 2.89 1.26
H -0.35 1.99 0.28
H -2.29 -2.01 1.68
H -0.64 -2.17 1.01
H -1.13 -1.00 3.74
H 0.40 -1.52 3.00
H 0.07 -3.54 3.46
H -0.98 -3.01 4.54
H -2.77 0.92 2.23
H -3.42 -0.36 1.29
H -2.28 1.90 -0.32
H -4.34 1.61 -1.49
H -3.24 0.26 -1.53
H -4.74 0.16 -0.51
H -2.05 3.17 3.77
H -1.79 4.74 1.89
H 1.38 0.15 -1.77
H 1.40 -0.42 -0.14
H 4.00 -0.22 -0.28
H 3.73 0.05 -2.02
H 3.09 2.21 -2.00
H 3.93 2.27 -0.47
H 1.65 4.00 -2.52
C -3.13 -0.36 -4.85
Br -3.63 1.48 -4.60
Br -1.70 -0.90 -3.67
Br -4.65 -1.54 -4.70
H -2.76 -0.45 -5.86
C -4.35 1.35 6.28
Br -4.61 1.67 4.40
Br -3.23 -0.18 6.58
Br -3.68 2.92 7.17
H -5.32 1.13 6.70
C -8.74 -2.22 -6.05
Br -8.98 -1.96 -7.94
Br -7.59 -3.71 -5.67
Br -8.13 -0.61 -5.19
H -9.71 -2.45 -5.63
C 1.61 0.41 -6.19
Br -0.25 0.24 -6.67
Br 2.56 1.54 -7.42
Br 1.81 1.01 -4.37
H 2.05 -0.57 -6.25
C 1.97 -4.04 6.19
Br 2.27 -4.65 4.38
Br 2.38 -2.18 6.35
Br 0.19 -4.44 6.80
H 2.65 -4.59 6.82
C 0.82 -0.36 -10.47
Br 2.36 0.58 -11.13
Br -0.27 -1.03 -11.91
Br 1.32 -1.77 -9.25
H 0.22 0.35 -9.91
C -8.49 2.23 4.84
Br -7.44 3.69 5.52
Br -8.29 0.65 5.92
Br -10.34 2.71 4.62
H -8.10 1.99 3.86
C 6.15 -0.17 5.58
Br 5.35 -1.36 4.30
Br 6.66 1.50 4.78
Br 5.02 0.11 7.12
H 7.05 -0.65 5.94
C 4.86 -3.12 -7.39
Br 4.01 -4.09 -8.81
Br 5.63 -1.46 -8.00
Br 3.67 -2.85 -5.89
H 5.67 -3.73 -7.02
C 8.23 -6.18 -6.12
Br 9.59 -5.94 -7.46
Br 7.62 -4.49 -5.41
Br 6.75 -7.24 -6.77
H 8.67 -6.73 -5.30
C -1.03 3.75 9.89
Br -1.67 3.31 11.65
Br -1.62 5.50 9.34
Br 0.88 3.57 9.76
H -1.47 3.04 9.21

=====

The following is a quantum chemistry calculation of 8 unconnected molecules or ions with the total composition C18H48O8S6, from the Open Molecules 2025 dataset.

Computed properties:
2S+1: 1
Kohn-Sham gap (eV): 8.53
DFT total energy (eV): -100828.201
E_HOMO (hartree): -0.31766

Atoms and positions in Å:
C 9.97 10.45 6.40
S 8.74 9.55 7.46
O 9.34 8.14 7.60
C 9.02 10.31 9.15
H 9.79 11.53 6.36
H 9.78 10.03 5.41
H 11.01 10.20 6.58
H 8.44 9.76 9.90
H 8.62 11.33 9.07
H 10.08 10.37 9.40
C 13.49 14.46 6.11
S 12.08 14.59 7.33
O 10.89 13.76 6.86
C 12.79 13.75 8.80
H 13.03 15.01 5.29
H 13.65 13.45 5.73
H 14.37 15.03 6.39
H 12.97 12.68 8.71
H 12.20 13.84 9.72
H 13.76 14.23 8.89
C 15.77 16.82 10.58
S 16.14 17.10 8.83
O 16.16 15.69 8.22
C 17.92 17.58 8.94
H 15.29 15.85 10.60
H 15.27 17.54 11.24
H 16.75 16.61 11.01
H 18.08 18.33 9.72
H 18.18 17.98 7.96
H 18.59 16.72 9.01
C 12.53 15.74 12.03
S 12.34 14.43 13.34
O 11.60 15.17 14.41
C 14.07 14.25 13.91
H 12.99 16.64 12.43
H 11.53 16.06 11.72
H 13.16 15.37 11.23
H 14.15 13.55 14.74
H 14.54 15.19 14.19
H 14.78 13.77 13.24
C 18.55 14.34 3.90
S 17.38 14.89 5.21
O 16.13 14.10 4.82
C 18.03 13.73 6.50
H 18.42 13.27 3.78
H 19.55 14.58 4.29
H 18.34 14.89 2.99
H 17.62 13.85 7.51
H 19.05 14.11 6.52
H 18.00 12.69 6.16
C 11.17 17.88 6.59
S 10.75 19.20 7.80
O 9.32 19.75 7.45
C 10.82 18.24 9.41
H 10.84 18.34 5.66
H 10.62 16.96 6.79
H 12.25 17.72 6.59
H 11.63 17.52 9.42
H 9.89 17.67 9.47
H 10.91 18.97 10.22
C 9.67 16.21 0.90
C 10.59 17.10 1.66
O 10.56 18.32 1.55
C 11.75 16.45 2.46
H 10.21 15.55 0.23
H 8.90 16.80 0.40
H 9.19 15.57 1.64
H 12.64 17.07 2.58
H 12.04 15.47 2.09
H 11.38 16.25 3.47
C 16.45 10.41 4.29
C 15.86 10.45 5.77
O 16.54 10.30 6.70
C 14.37 10.56 6.02
H 16.76 11.41 4.00
H 15.73 10.01 3.58
H 17.35 9.82 4.13
H 14.15 11.01 6.99
H 13.75 9.67 5.99
H 13.91 11.30 5.36

=====

The following is a quantum chemistry calculation of a molecular structure, C5H7Br3N2, from the Open Molecules 2025 dataset.

Computed properties:
2S+1: 1
Kohn-Sham gap (alpha / beta) (eV): 7.26 / 7.26
DFT total energy (eV): -218381.883
Total charge: +2
E_HOMO (alpha / beta) (hartree): -0.65882 / -0.65885

Atoms and positions in Å:
C 1.65 1.18 0.09
C 1.20 -0.09 0.06
C -0.65 1.23 0.01
C -0.71 -0.80 -1.31
C -0.67 -1.00 1.23
N 0.43 1.93 0.12
N -0.28 -0.26 -0.03
Br 3.31 1.83 0.12
Br 2.71 -2.25 0.16
Br -2.41 1.82 0.07
H -1.21 -1.86 -1.15
H -1.64 -0.29 -1.72
H -0.04 -1.02 -2.11
H -1.63 -0.63 1.77
H -0.58 -2.07 0.86
H 0.14 -0.73 1.87
H 0.37 3.02 -0.04

=====

The following is a quantum chemistry calculation of C8H16N2S in the gas phase, from the Open Molecules 2025 dataset.

Computed properties:
2S+1: 1
Kohn-Sham gap (eV): 9.58
DFT total energy (eV): -22368.266
SMILES string: CC(C)C1(C(C)C)CN=NS1
E_HOMO (hartree): -0.32519

Atoms and positions in Å:
C -1.15 -0.47 1.31
C -0.33 0.00 0.08
C 0.76 1.85 -1.26
C -0.76 2.34 0.90
C 1.62 -1.56 0.64
C 0.09 -2.27 -1.12
C 0.30 1.36 0.17
C 0.71 -1.04 -0.46
N -2.52 -0.19 1.07
N -2.86 -0.03 -0.08
S -1.65 0.04 -1.23
H -1.09 -1.48 1.54
H -0.90 0.09 2.19
H 0.20 2.71 -1.68
H 0.61 1.03 -2.07
H 1.84 2.05 -1.43
H -0.54 2.25 1.98
H -1.81 2.08 0.70
H -0.47 3.34 0.54
H 2.04 -0.72 1.06
H 2.50 -2.17 0.23
H 0.92 -2.12 1.28
H -0.61 -3.02 -0.55
H 1.00 -2.89 -1.48
H -0.58 -2.02 -2.05
H 1.26 1.37 0.85
H 1.42 -0.53 -1.13

=====

The following is a quantum chemistry calculation of C17H21N5O3 in the gas phase, from the Open Molecules 2025 dataset.

Computed properties:
2S+1: 1
Kohn-Sham gap (eV): 8.19
DFT total energy (eV): -31564.706
SMILES string: COCCn1c(NCc2ccc(C)cc2)nc2c1c(=O)[nH]c(=O)n2C
E_HOMO (hartree): -0.27963

Atoms and positions in Å:
C -4.70 0.85 -1.25
H -5.50 0.20 -1.64
O -3.45 0.21 -1.34
C -3.39 -1.00 -0.60
C -1.98 -1.59 -0.73
N -1.05 -1.08 0.24
C -0.55 0.17 0.41
N 0.38 0.24 1.37
C 0.48 -1.02 1.84
C -0.39 -1.88 1.18
C -0.48 -3.26 1.48
O -1.19 -4.11 0.98
N 0.41 -3.58 2.51
C 1.29 -2.77 3.21
O 2.00 -3.21 4.08
N 1.31 -1.44 2.83
C 2.19 -0.51 3.49
H 1.61 0.27 3.98
H 2.85 -0.05 2.75
H 2.78 -1.06 4.22
H 0.42 -4.55 2.80
N -1.00 1.23 -0.28
H -1.74 1.07 -0.95
C -0.32 2.50 -0.25
C 0.59 2.74 -1.44
C 1.59 3.70 -1.35
C 2.41 3.97 -2.42
C 2.27 3.28 -3.62
C 1.27 2.32 -3.71
C 0.44 2.06 -2.64
H -0.33 1.30 -2.74
H 1.14 1.77 -4.63
C 3.18 3.55 -4.77
H 4.10 2.97 -4.67
H 2.72 3.28 -5.72
H 3.46 4.60 -4.81
H 3.19 4.72 -2.33
H 1.72 4.24 -0.42
H 0.28 2.52 0.67
H -1.07 3.30 -0.20
H -2.03 -2.67 -0.58
H -1.61 -1.38 -1.74
H -4.12 -1.71 -1.00
H -3.63 -0.81 0.45
H -4.94 1.12 -0.22
H -4.64 1.75 -1.86

=====

The following is a quantum chemistry calculation of a molecular structure, C24H31N5Os, from the Open Molecules 2025 dataset.

Computed properties:
2S+1: 1
Kohn-Sham gap (alpha / beta) (eV): 6.47 / 6.47
DFT total energy (eV): -35293.668
Total charge: +2
E_HOMO (alpha / beta) (hartree): -0.50162 / -0.50164

Atoms and positions in Å:
Os -0.24 0.18 0.04
N 1.88 0.13 -0.42
C 2.61 1.34 0.01
C 1.79 2.55 -0.40
N 0.38 2.44 0.06
C 0.12 3.02 1.38
C 0.44 2.04 2.47
N -0.30 0.79 2.20
H 2.36 -0.70 -0.08
H 1.95 0.08 -1.44
H 3.60 1.41 -0.44
H 2.74 1.29 1.09
H 1.78 2.63 -1.49
H 2.26 3.46 -0.01
H -0.18 2.96 -0.60
H -0.94 3.28 1.42
H 0.69 3.94 1.53
H 0.15 2.49 3.43
H 1.50 1.81 2.53
H -1.28 0.93 2.41
H 0.04 0.03 2.77
C -5.39 -1.82 0.64
C -4.37 -0.78 0.29
C -4.51 0.42 -0.37
C -3.23 0.96 -0.47
N -2.34 0.13 0.10
N -3.06 -0.92 0.56
C -2.83 2.26 -1.09
H -6.38 -1.39 0.60
H -5.21 -2.21 1.64
H -5.34 -2.64 -0.07
H -5.43 0.85 -0.74
H -2.59 -1.68 1.02
H -3.60 2.60 -1.77
H -1.90 2.15 -1.66
H -2.70 3.03 -0.33
C -0.19 -1.67 0.64
C -0.16 -2.57 1.50
C -0.12 -3.57 2.44
C -1.40 -4.06 2.95
C -1.58 -4.31 4.32
C -2.82 -4.70 4.80
C -3.89 -4.86 3.93
C -3.72 -4.62 2.56
C -2.49 -4.20 2.08
C 1.15 -3.98 3.02
C 2.28 -3.16 2.90
C 3.46 -3.50 3.53
C 3.54 -4.68 4.27
C 2.45 -5.53 4.34
C 1.26 -5.19 3.72
H -0.76 -4.17 5.01
H -2.96 -4.87 5.86
H -4.86 -5.17 4.30
H -4.54 -4.78 1.88
H -2.34 -4.05 1.02
H 2.20 -2.24 2.34
H 4.32 -2.85 3.46
H 4.46 -4.93 4.78
H 2.53 -6.47 4.88
H 0.42 -5.87 3.76

=====

The following is a quantum chemistry calculation of C6H13PS in the gas phase, from the Open Molecules 2025 dataset.

Computed properties:
2S+1: 1
Kohn-Sham gap (eV): 8.40
DFT total energy (eV): -26552.595
SMILES string: C=[P@H](C)C1(SC)CC1
E_HOMO (hartree): -0.28138

Atoms and positions in Å:
C 0.21 2.10 -0.27
C 0.14 1.64 1.15
C 0.59 0.67 0.17
C -0.13 -1.78 1.28
C 2.65 0.37 -1.66
C -2.56 -0.94 -0.27
P -0.83 -0.71 0.07
S 2.32 0.03 0.09
H -0.72 2.27 -0.82
H 1.05 2.59 -0.70
H 0.89 2.12 1.77
H -0.88 1.71 1.49
H -0.43 -2.82 1.15
H -0.38 -1.55 2.33
H 0.98 -1.55 1.15
H 1.88 -0.18 -2.22
H 3.70 0.21 -2.00
H 2.41 1.38 -1.65
H -3.06 -0.74 0.74
H -2.89 -0.16 -1.05
H -0.36 -1.38 -0.94

=====

The following is a quantum chemistry calculation of 2 unconnected molecules or ions with the total composition C4H8N2S, from the Open Molecules 2025 dataset.

Computed properties:
2S+1: 1
Kohn-Sham gap (eV): 9.42
DFT total energy (eV): -18092.099
SMILES string: CC(C)=N.N=C=S
E_HOMO (hartree): -0.32351

Atoms and positions in Å:
C 0.11 0.08 0.10
C -3.53 -0.36 2.09
C -0.72 -0.67 -0.92
C 1.62 0.00 0.01
N -0.40 0.77 1.02
N -3.07 0.61 1.58
S -4.14 -1.59 2.88
H -1.72 -0.34 -1.07
H -0.14 -0.55 -1.80
H -0.83 -1.68 -0.74
H 2.08 -0.13 0.98
H 2.05 -0.73 -0.81
H 1.70 0.98 -0.40
H 0.29 1.01 1.76
H -2.04 0.62 1.36